# 1
Molecular formula: C44H47Cl2N5P2S4V
Method: DFT, ωB97M-V/def2-TZVPD

Computed properties:
LUMO energy (alpha / beta) = 0.1391 / 0.1391 Eh
gap between HOMO and LUMO (alpha / beta) = 0.2000 / 0.2000 Ha
spin multiplicity = 4
charge = -2
expectation value of S² = 3.76

Last column: Mulliken spin population.
Positions of all 105 atoms, in Å:
V: 0.4848 0.0082 -0.4152  2.80
C: -2.0017 2.5039 -3.0335  -0.01
C: -1.0247 1.5405 -2.4568  0.03
N: -1.1240 1.0452 -1.2684  -0.08
N: -2.1110 1.3270 -0.4197  0.03
C: -3.3782 1.0612 -0.6554  0.00
N: -4.1931 1.4967 0.3670  0.00
S: -4.0847 0.2326 -1.9850  0.00
C: 0.2207 1.1832 -3.1415  0.09
C: 0.4740 1.5584 -4.4631  0.01
C: 1.6777 1.2305 -5.0509  0.02
C: 2.6153 0.5240 -4.3155  0.00
C: 2.2903 0.1731 -3.0203  0.05
N: 1.1325 0.4775 -2.4369  -0.15
H: -2.8298 1.9831 -3.5203  0.00
H: -1.5226 3.2027 -3.7193  0.00
H: -2.4421 3.0691 -2.2074  0.00
H: -3.7000 1.6056 1.2528  0.00
H: -5.0704 1.0046 0.4105  0.00
H: -0.2763 2.1042 -5.0147  0.00
H: 1.8811 1.5222 -6.0744  0.00
H: 3.5719 0.2343 -4.7271  0.00
H: 2.9997 -0.3705 -2.4134  0.00
Cl: -1.1661 -0.7888 1.8797  0.00
C: -0.9848 -0.5204 3.6099  0.00
C: -0.5998 -1.6299 4.3390  0.00
C: -0.3846 -1.5251 5.7054  0.00
C: -0.5670 -0.2882 6.3063  0.00
C: -0.9777 0.7964 5.5569  0.00
Cl: -1.1863 2.2986 6.4269  0.00
C: -1.2395 0.7636 4.1602  0.00
S: -1.7850 2.1095 3.2643  0.00
H: -0.4761 -2.5750 3.8300  0.00
H: -0.0809 -2.3864 6.2860  0.00
H: -0.3987 -0.1533 7.3670  0.00
C: 1.7292 -3.3765 1.9597  0.01
C: 2.9335 -2.4870 1.6635  0.01
P: 2.6586 -1.4742 0.1550  0.08
C: 4.1255 -0.3564 0.1953  0.01
C: 5.5247 -0.9247 0.4200  0.00
C: 2.8828 -2.7453 -1.1525  0.01
C: 4.2392 -3.3971 -1.3943  0.00
H: 1.9126 -4.0067 2.8328  0.00
H: 1.4824 -4.0270 1.1184  0.00
H: 0.8509 -2.7647 2.1553  0.01
H: 3.8376 -3.0889 1.5321  0.00
H: 3.1194 -1.7908 2.4851  -0.01
H: 3.8700 0.3217 1.0153  0.00
H: 4.0958 0.2696 -0.6991  0.00
H: 5.5461 -1.6227 1.2584  0.00
H: 6.2220 -0.1170 0.6552  0.00
H: 5.9074 -1.4480 -0.4554  0.00
H: 2.4852 -2.3407 -2.0852  0.00
H: 2.1507 -3.5116 -0.8791  0.00
H: 4.9170 -2.7366 -1.9390  0.00
H: 4.1094 -4.3013 -1.9938  0.00
H: 4.7344 -3.6860 -0.4653  0.00
C: 1.4217 4.9692 -2.1978  0.01
C: 0.3061 4.6679 -1.4267  0.00
C: 0.3350 3.6160 -0.5216  -0.02
C: 1.4795 2.8262 -0.3760  0.06
C: 2.6079 3.1638 -1.1322  -0.03
C: 2.5781 4.2146 -2.0365  0.00
N: 1.4539 1.6969 0.4648  -0.09
C: 2.0383 1.8282 1.6932  -0.01
C: 2.6651 3.0093 2.1522  0.02
C: 3.2406 3.0759 3.4116  0.00
C: 3.2266 1.9937 4.2807  0.02
C: 2.6013 0.8257 3.8517  -0.02
C: 2.0346 0.7415 2.5964  0.06
H: 1.3934 5.7852 -2.9104  0.00
H: -0.5989 5.2561 -1.5299  0.00
H: -0.5271 3.3737 0.0905  -0.01
H: 3.5107 2.5781 -1.0017  0.00
H: 3.4613 4.4440 -2.6231  0.00
H: 2.6732 3.8909 1.5250  0.00
H: 3.6933 4.0116 3.7248  0.00
H: 3.6510 2.0682 5.2738  0.00
H: 2.5210 -0.0285 4.5168  0.00
H: 1.5180 -0.1653 2.3119  0.04
S: 0.2627 -5.3490 -1.3276  0.00
P: -0.5340 -3.7743 -2.2300  0.02
S: -0.8684 -2.0415 -1.2965  0.04
C: -2.1559 -4.2409 -2.9486  0.00
C: -3.2786 -3.4329 -2.8196  0.00
C: -4.4803 -3.8194 -3.4048  0.00
C: -4.5627 -5.0010 -4.1235  0.00
C: -3.4376 -5.8089 -4.2578  0.00
C: -2.2423 -5.4315 -3.6693  0.00
C: 0.4005 -3.3953 -3.7715  0.00
C: 1.4928 -4.1533 -4.1698  0.00
C: 2.1729 -3.8436 -5.3428  0.00
C: 1.7500 -2.7851 -6.1326  0.00
C: 0.6505 -2.0287 -5.7415  0.00
C: -0.0136 -2.3235 -4.5624  0.00
H: -3.2190 -2.4958 -2.2769  0.00
H: -5.3461 -3.1786 -3.2930  0.00
H: -5.5004 -5.2969 -4.5797  0.00
H: -3.4953 -6.7356 -4.8168  0.00
H: -1.3684 -6.0676 -3.7516  0.00
H: 1.8017 -4.9817 -3.5425  0.00
H: 3.0321 -4.4343 -5.6390  0.00
H: 2.2761 -2.5450 -7.0494  0.00
H: 0.3180 -1.1962 -6.3493  0.00
H: -0.8545 -1.7194 -4.2379  0.00

# 2
Molecular formula: C44H47Cl3N6O8P2Si2Sm
Method: DFT, ωB97M-V/def2-TZVPD

Computed properties:
LUMO energy (alpha / beta) = 0.0584 / 0.0584 Eh
gap between HOMO and LUMO (alpha / beta) = 0.2500 / 0.2500 Ha
spin multiplicity = 6
charge = -1
expectation value of S² = 8.76

Last column: Mulliken spin population.
Positions of all 113 atoms, in Å:
Sm: -0.3453 0.5272 -0.2756  5.03
Cl: 1.4498 5.1975 5.7694  0.00
C: 1.3481 4.0432 4.4870  0.00
C: 0.1817 3.9519 3.7426  0.00
C: 0.1411 3.0554 2.6974  0.00
Cl: -1.2740 2.8237 1.7293  0.00
C: 1.2414 2.2357 2.3312  0.00
O: 1.1774 1.4742 1.2866  0.00
C: 2.3785 2.3504 3.1603  0.00
Cl: 3.7284 1.3293 2.8159  0.00
C: 2.4423 3.2401 4.2147  0.00
H: -0.6682 4.5723 3.9724  0.00
H: 3.3404 3.3235 4.8044  0.00
N: 0.1143 4.8484 -3.1808  0.00
C: -0.2818 3.4614 -2.8358  0.00
C: -0.3880 2.6050 -4.0702  0.00
P: -1.8883 3.4241 -1.8911  0.00
O: -1.6625 4.7605 -0.9608  0.00
O: -3.0073 3.6924 -2.8035  0.00
O: -1.8272 2.1939 -1.0276  -0.01
P: 1.1349 2.9381 -1.7469  0.00
O: 0.7038 3.3887 -0.2799  0.00
O: 2.1905 3.9120 -2.2537  0.00
O: 1.4032 1.4728 -1.7372  0.00
H: -0.0829 5.1006 -4.1483  0.00
H: 1.2435 4.7306 -2.8793  0.00
H: -0.3782 5.4826 -2.5441  0.00
H: -1.1916 2.9742 -4.7091  0.00
H: -0.6488 1.5903 -3.7643  0.00
H: 0.5524 2.5832 -4.6248  0.00
H: -1.1467 4.5476 -0.1795  0.00
H: 0.8539 2.5364 0.2397  0.00
C: 9.7209 -10.2600 0.9816  0.00
O: 9.1367 -9.7346 -0.1844  0.00
C: 8.2295 -8.7237 -0.0682  0.00
C: 7.7488 -8.2187 1.1344  0.00
C: 6.8346 -7.1809 1.1363  0.00
C: 6.3802 -6.6173 -0.0542  0.00
C: 6.8563 -7.1447 -1.2600  0.00
C: 7.7632 -8.1763 -1.2677  0.00
C: 5.4352 -5.5246 -0.0916  0.00
N: 4.9503 -4.9874 -1.1912  0.00
C: 4.0918 -4.0134 -0.7894  0.00
C: 4.0588 -3.9526 0.6042  0.00
N: 4.9236 -4.9208 1.0290  0.00
C: 3.2493 -3.0410 1.3233  0.00
C: 3.2352 -2.9339 2.7207  0.00
C: 2.3925 -2.0175 3.3010  0.00
C: 1.5881 -1.2298 2.4722  0.00
N: 1.5860 -1.3017 1.1569  0.00
C: 2.4060 -2.1814 0.5666  0.00
C: 2.4386 -2.2213 -0.8832  0.00
N: 1.6454 -1.3674 -1.5445  0.00
C: 1.6897 -1.3524 -2.8594  0.00
C: 2.5090 -2.1946 -3.6149  0.00
C: 3.3138 -3.0980 -2.9637  0.00
C: 3.2934 -3.1241 -1.5660  0.00
H: 10.4664 -10.9768 0.6404  0.00
H: 8.9874 -10.7768 1.6089  0.00
H: 10.2156 -9.4807 1.5698  0.00
H: 8.0765 -8.6271 2.0777  0.00
H: 6.4743 -6.8244 2.0902  0.00
H: 6.4876 -6.7201 -2.1793  0.00
H: 8.1380 -8.5834 -2.1935  0.00
H: 5.1382 -5.1408 1.9856  0.00
H: 3.8881 -3.5568 3.3187  0.00
H: 2.3444 -1.9009 4.3734  0.00
H: 0.9237 -0.5019 2.9162  0.00
H: 1.0353 -0.6380 -3.3408  0.00
H: 2.4936 -2.1310 -4.6905  0.00
H: 3.9638 -3.7828 -3.4871  0.00
C: -1.6729 0.6369 4.0337  0.00
Si: -2.7761 -0.1870 2.6775  0.00
C: -3.9952 -1.1767 3.8083  0.00
C: -3.9154 1.0349 1.7393  0.00
C: -1.6662 -1.0756 1.4557  -0.01
Si: -2.5287 -2.4797 0.5531  0.00
C: -3.3781 -3.8350 1.6375  0.00
C: -1.2104 -3.4925 -0.4097  0.00
C: -3.9304 -1.8384 -0.5768  0.00
H: -2.0678 1.5851 4.3855  0.00
H: -0.6665 0.8200 3.6711  0.00
H: -1.5820 -0.0178 4.8961  0.00
H: -4.2421 -0.6290 4.7155  0.00
H: -3.5601 -2.1239 4.1107  0.00
H: -4.9263 -1.3992 3.2960  0.00
H: -4.1365 1.9395 2.2970  0.00
H: -4.8624 0.5569 1.5133  0.00
H: -3.4738 1.3194 0.7859  0.00
H: -0.8655 -1.5513 2.0365  0.01
H: -2.7896 -4.0576 2.5216  0.00
H: -3.5087 -4.7671 1.0955  0.00
H: -4.3559 -3.5116 1.9753  0.00
H: -0.6829 -4.1885 0.2372  0.00
H: -0.4792 -2.8210 -0.8539  0.00
H: -1.6660 -4.0689 -1.2078  0.00
H: -4.8148 -1.6022 0.0037  0.00
H: -4.2183 -2.5684 -1.3258  0.00
H: -3.6213 -0.9346 -1.0919  0.00
N: -4.9576 -6.5612 -6.0134  0.00
C: -4.3948 -5.6721 -5.5491  0.00
C: -3.7060 -4.5895 -4.9740  0.00
C: -2.3902 -4.7560 -4.5233  0.00
C: -1.7253 -3.7027 -3.9409  0.00
C: -2.3541 -2.4588 -3.7694  0.00
C: -3.6594 -2.2929 -4.2547  0.00
C: -4.3262 -3.3393 -4.8476  0.00
C: -1.7178 -1.4340 -3.0362  0.01
C: -1.2109 -0.6335 -2.2623  -0.01
H: -1.9125 -5.7219 -4.6320  0.00
H: -0.7131 -3.8197 -3.5802  0.00
H: -4.1330 -1.3280 -4.1409  0.00
H: -5.3371 -3.2173 -5.2134  0.00

# 3
Molecular formula: C44H47IrN4S3Si
Method: DFT, ωB97M-V/def2-TZVPD

Computed properties:
LUMO energy (alpha / beta) = 0.1507 / 0.1258 Eh
gap between HOMO and LUMO (alpha / beta) = 0.1925 / 0.1978 Ha
spin multiplicity = 5
charge = -2
expectation value of S² = 6.03

Last column: Mulliken spin population.
Positions of all 100 atoms, in Å:
Ir: 0.2658 0.3022 -0.6906  2.47
C: 2.9720 2.9675 3.9191  0.00
Si: 1.1252 3.1212 4.2160  0.01
C: 0.5186 1.8135 5.4212  0.00
C: 0.8391 4.7933 5.0576  0.00
C: 0.1677 3.1381 2.6071  -0.04
C: -0.5829 4.2290 2.2058  0.02
C: -1.2648 4.2320 0.9895  0.00
C: -1.1343 3.1318 0.1706  0.01
N: -0.3946 2.0739 0.5185  0.07
C: 0.2220 2.0261 1.7276  0.08
S: 1.0263 0.5584 2.0912  0.11
H: 3.5168 2.9710 4.8675  0.00
H: 3.3307 3.8069 3.3184  0.00
H: 3.1988 2.0459 3.3835  0.00
H: 0.9761 1.9614 6.4039  0.00
H: 0.7613 0.8161 5.0588  0.00
H: -0.5660 1.8750 5.5381  0.00
H: 1.3992 4.8297 5.9956  0.00
H: -0.2149 4.9553 5.2945  0.00
H: 1.1788 5.6254 4.4372  0.00
H: -0.6508 5.1008 2.8491  0.00
H: -1.8700 5.0708 0.6751  0.00
H: -1.6433 3.0494 -0.7835  0.02
S: -3.1198 1.7352 -2.4958  0.02
C: -2.2867 0.4065 -3.1525  0.03
S: -0.5440 0.2919 -3.1282  0.23
C: -2.9794 -0.6423 -3.7798  0.01
C: -2.3334 -1.7958 -4.3021  -0.02
N: -1.8726 -2.7524 -4.7590  0.01
C: -4.3955 -0.6546 -3.8861  0.00
N: -5.5448 -0.6787 -4.0091  0.01
C: 1.0802 5.1779 -4.1606  0.02
C: 0.2231 4.3481 -3.4524  -0.01
C: 0.7198 3.3015 -2.6923  0.00
C: 2.0889 3.0424 -2.6277  -0.01
C: 2.9385 3.8956 -3.3444  0.02
C: 2.4482 4.9473 -4.1012  -0.01
C: 2.7269 1.9845 -1.8274  0.05
C: 2.2670 0.9837 -1.0406  0.15
C: 3.3377 0.3312 -0.2279  -0.04
C: 4.3018 1.1089 0.4237  0.03
C: 5.2898 0.5355 1.2103  0.00
C: 5.3462 -0.8406 1.3722  0.01
C: 4.3861 -1.6288 0.7497  -0.01
C: 3.3932 -1.0507 -0.0233  0.04
H: 0.6867 5.9934 -4.7562  0.00
H: -0.8508 4.4880 -3.4918  0.00
H: 0.0188 2.6609 -2.1846  0.06
H: 4.0082 3.7203 -3.3012  0.00
H: 3.1351 5.5847 -4.6465  0.00
H: 3.8141 2.0985 -1.8569  0.02
H: 4.2432 2.1879 0.3476  0.00
H: 6.0065 1.1733 1.7163  0.00
H: 6.1122 -1.2920 1.9920  0.00
H: 4.3963 -2.7049 0.8790  0.00
H: 2.6345 -1.6836 -0.4612  -0.03
C: 2.7487 -3.0902 -3.7281  0.00
C: 1.7157 -3.4459 -2.6941  0.01
C: 1.3849 -4.7658 -2.4190  0.08
C: 0.3986 -5.0498 -1.4833  -0.04
C: -0.0118 -6.4748 -1.2131  0.00
C: -0.2458 -4.0180 -0.8187  0.06
C: 0.0660 -2.6651 -1.0597  -0.14
C: 1.0638 -2.4289 -2.0196  0.20
N: -0.5280 -1.5653 -0.4397  0.45
C: -1.8196 -1.7180 0.2652  -0.20
C: -1.6726 -2.4855 1.5961  0.03
C: -3.0371 -2.5949 2.2897  0.01
C: -3.5489 -1.1978 2.6438  0.00
C: -3.6938 -0.3867 1.3555  0.02
C: -4.7238 -1.0471 0.4418  0.00
C: -4.2270 -2.4471 0.0817  0.00
C: -4.0399 -3.2810 1.3543  0.00
C: -2.8918 -2.3304 -0.6577  0.05
C: -2.3329 -0.3222 0.6542  0.25
H: 3.1628 -3.9847 -4.1960  0.00
H: 3.5689 -2.5208 -3.2841  0.00
H: 2.3024 -2.4690 -4.5066  0.00
H: 1.8802 -5.5734 -2.9488  0.00
H: 0.7443 -7.1758 -1.5701  0.00
H: -0.9499 -6.7102 -1.7219  0.00
H: -0.1626 -6.6511 -0.1463  0.00
H: -1.0027 -4.2924 -0.1044  0.02
H: 1.3238 -1.4089 -2.2714  -0.03
H: -0.9663 -1.9293 2.2204  0.01
H: -1.2587 -3.4834 1.4606  -0.01
H: -2.9206 -3.1870 3.2050  0.00
H: -2.8414 -0.7050 3.3182  0.00
H: -4.5132 -1.2671 3.1620  0.00
H: -4.0046 0.6359 1.5915  0.00
H: -4.8495 -0.4556 -0.4694  0.00
H: -5.6964 -1.1034 0.9459  0.00
H: -4.9499 -2.9347 -0.5801  0.00
H: -3.6820 -4.2842 1.0940  0.00
H: -5.0016 -3.4029 1.8669  0.00
H: -3.0016 -1.6721 -1.5241  -0.02
H: -2.6021 -3.3043 -1.0452  0.00
H: -1.6146 0.1244 1.3428  0.04
H: -2.4215 0.3019 -0.2419  -0.13

# 4
Molecular formula: C44H48AsBrIMnN3O2SSb
Method: DFT, ωB97M-V/def2-TZVPD

Computed properties:
LUMO energy (alpha / beta) = -0.0939 / -0.0941 Eh
gap between HOMO and LUMO (alpha / beta) = 0.2707 / 0.2752 Ha
spin multiplicity = 2
charge = +1
expectation value of S² = 0.91

Last column: Mulliken spin population.
Positions of all 103 atoms, in Å:
Mn: -0.9668 0.0635 0.2369  1.00
C: -0.1333 -0.0879 -4.2539  0.00
C: -1.5595 0.1252 -3.8541  0.01
N: -2.4832 0.0158 -4.7712  0.00
C: -3.7876 0.1764 -4.4388  0.01
C: -4.2239 0.3761 -3.1620  -0.01
C: -5.6969 0.5107 -2.8821  0.00
O: -6.0295 1.7125 -2.1872  0.00
C: -3.2407 0.4500 -2.1339  0.02
C: -3.6630 0.5741 -0.7752  0.00
N: -2.9094 0.5370 0.2827  -0.01
C: -3.5887 0.9010 1.4934  0.01
C: -4.5454 1.9164 1.5186  0.00
C: -5.1808 2.2586 2.7008  0.00
C: -4.8613 1.6125 3.8865  0.00
C: -3.8883 0.6245 3.8891  0.00
C: -3.2640 0.2924 2.6975  0.00
I: -1.7780 -1.1317 2.6467  0.00
C: -1.8818 0.4003 -2.4773  0.00
O: -0.9166 0.5894 -1.6288  0.00
H: -0.1072 -0.5535 -5.2362  0.00
H: 0.3953 -0.7144 -3.5339  0.00
H: 0.4062 0.8594 -4.3094  0.00
H: -4.4947 0.1207 -5.2585  0.00
H: -6.0628 -0.3018 -2.2508  0.00
H: -6.2421 0.4464 -3.8268  0.00
H: -5.8915 2.4527 -2.7875  0.00
H: -4.7246 0.7399 -0.6286  0.00
H: -4.7748 2.4584 0.6102  0.00
H: -5.9174 3.0503 2.6936  0.00
H: -5.3505 1.8886 4.8103  0.00
H: -3.6112 0.1257 4.8076  0.00
C: 1.6929 1.9370 4.5819  0.00
C: 0.8072 2.3604 3.4470  -0.01
C: 0.3854 3.6695 3.2608  0.00
C: -0.3842 3.9941 2.1634  0.00
C: -0.7390 2.9898 1.2748  0.01
Br: -1.7318 3.4994 -0.2384  0.00
N: -0.3814 1.7146 1.4426  -0.01
C: 0.3939 1.4391 2.5060  -0.01
H: 2.1292 2.7994 5.0829  0.00
H: 2.5076 1.3050 4.2216  0.00
H: 1.1366 1.3668 5.3279  0.00
H: 0.6800 4.4440 3.9586  0.00
H: -0.7028 5.0084 1.9768  0.00
H: 0.7262 0.4113 2.5854  0.01
C: -3.7603 -3.7481 0.2863  0.00
As: -1.9042 -3.9334 -0.1725  0.00
C: -1.0442 -4.7143 1.3558  0.00
C: -1.8249 -5.2692 -1.5410  0.00
S: -0.9879 -2.1836 -0.9015  0.00
H: -4.2115 -4.7340 0.3894  0.00
H: -4.2479 -3.1897 -0.5108  0.00
H: -3.8466 -3.1971 1.2205  0.00
H: -1.5334 -5.6582 1.5951  0.00
H: -1.1196 -4.0395 2.2041  0.00
H: 0.0038 -4.8854 1.1164  0.00
H: -2.2237 -6.2108 -1.1668  0.00
H: -0.7861 -5.3892 -1.8424  0.00
H: -2.4079 -4.9221 -2.3919  0.00
C: 1.7077 -2.2616 2.4010  -0.01
C: 3.0305 -1.5647 2.2226  -0.01
C: 4.0561 -1.8933 3.1132  0.00
C: 5.3396 -1.4111 2.9423  0.00
C: 5.6276 -0.5946 1.8555  0.00
C: 4.6145 -0.2427 0.9831  0.00
C: 3.3020 -0.6927 1.1658  0.00
Sb: 1.8498 0.0249 -0.2381  0.02
C: 2.8200 -0.7821 -1.9394  0.00
C: 3.2791 0.0522 -2.9534  0.00
C: 3.8589 -0.4612 -4.1042  0.00
C: 3.9817 -1.8320 -4.2458  0.00
C: 3.5553 -2.6685 -3.2261  0.00
C: 2.9844 -2.1711 -2.0576  0.00
C: 2.6198 -3.1420 -0.9665  0.00
C: 2.4296 2.0965 -0.1382  -0.01
C: 3.0838 2.5022 1.0297  0.00
C: 3.3495 3.8363 1.2901  0.00
C: 2.9619 4.8019 0.3758  0.00
C: 2.3048 4.4167 -0.7773  0.00
C: 2.0254 3.0776 -1.0577  0.00
C: 1.2785 2.7851 -2.3295  0.00
H: 1.8322 -3.3385 2.2640  0.00
H: 0.9692 -1.9333 1.6674  0.00
H: 1.3053 -2.1132 3.4071  0.00
H: 3.8426 -2.5643 3.9380  0.00
H: 6.1195 -1.6860 3.6402  0.00
H: 6.6335 -0.2304 1.6938  0.00
H: 4.8454 0.4093 0.1479  0.00
H: 3.2052 1.1253 -2.8431  0.00
H: 4.2100 0.2083 -4.8781  0.00
H: 4.4256 -2.2529 -5.1383  0.00
H: 3.6828 -3.7398 -3.3286  0.00
H: 2.6150 -4.1586 -1.3595  0.00
H: 1.6270 -2.9362 -0.5583  0.00
H: 3.3371 -3.1031 -0.1444  0.00
H: 3.4001 1.7684 1.7579  0.00
H: 3.8585 4.1158 2.2044  0.00
H: 3.1677 5.8486 0.5595  0.00
H: 1.9898 5.1692 -1.4908  0.00
H: 0.5307 3.5589 -2.5067  0.00
H: 0.7497 1.8371 -2.2886  0.00
H: 1.9409 2.7867 -3.1982  0.00